Density functional theory data (the ωB97M-V functional and the def2-TZVPD basis) for a 3-piece molecular cluster, C5H8O2 overall.

Summary:
* ΔE to the lowest compared entry with this formula, charge and spin: 465.4 kJ/mol
* calculated total energy: -9405.0086 eV
* LUMO: 0.022 Ha
* SMILES: C1=CC1.C=O.C=O
* frontier orbital gap: 9.79 eV
* E_HOMO: -9.2 eV

Geometry as XYZ:
```
15
Properties=species:S:1:pos:R:3:nbo_charge:R:1
H -1.1151 2.2407 -1.6748 0.11
H 0.6024 -2.1412 -0.7616 0.23
H 1.6694 -1.5005 2.0803 0.18
O 0.2990 2.0241 -0.2503 -0.52
H 0.3084 -0.3366 1.7177 0.16
H -2.3031 0.9804 0.2256 0.11
H 0.1600 0.8852 -1.9220 0.13
C 1.0804 -1.4394 -0.0970 -0.19
H 2.5376 0.3249 -0.2645 0.23
C 1.1381 -0.9304 1.3124 -0.43
C -0.2162 1.7132 -1.2958 0.28
C -2.0764 -0.1011 0.2728 0.28
C 1.8700 -0.4366 0.1047 -0.17
H -2.1979 -0.5759 1.2628 0.12
O -1.7092 -0.7133 -0.7002 -0.51
```

Density functional theory data (the ωB97M-V functional and the def2-TZVPD basis) for C5H8O2 as an isolated structure.

Summary:
* ΔE to the lowest compared entry with this formula, charge and spin: 484.6 kJ/mol
* calculated total energy: -9404.8099 eV
* LUMO: 0.030 Ha
* frontier orbital gap: 8.20 eV
* E_HOMO: -7.4 eV

Geometry as XYZ:
```
15
Properties=species:S:1:pos:R:3:nbo_charge:R:1
H 0.3061 -1.9389 0.5426 0.23
H -1.9206 -1.3002 -0.3285 0.18
O 1.4322 0.3965 1.8524 -0.74
H 0.4039 1.7590 -0.9769 0.23
C 0.3068 1.4320 0.0583 -0.52
H -1.7756 0.2969 -2.1504 0.47
C -0.5931 0.2974 0.3055 -0.17
O -1.1059 -0.3880 -2.0298 -0.70
H 0.1791 2.2518 0.7637 0.24
C -1.0636 -0.7162 -0.6734 0.03
H 0.9871 -1.2920 -1.0167 0.26
C 1.3239 0.3901 0.4733 0.16
H 2.1380 -0.2265 2.0610 0.49
H -0.9474 0.1822 1.3249 0.24
C 0.2861 -1.1501 -0.2030 -0.39
```

Density functional theory data (the ωB97M-V functional and the def2-TZVPD basis) for a 2-piece molecular cluster, C5H8O2 overall.

Summary:
* ΔE to the lowest compared entry with this formula, charge and spin: 604.3 kJ/mol
* calculated total energy: -9403.5689 eV
* LUMO: 0.021 Ha
* frontier orbital gap: 9.58 eV
* E_HOMO: -9.0 eV

Geometry as XYZ:
```
15
Properties=species:S:1:pos:R:3:nbo_charge:R:1
H -0.1708 -1.3500 0.4477 0.22
C -0.6102 -0.4312 0.0535 0.06
H 3.1045 -0.8147 1.5331 0.06
H -2.8324 -0.3551 0.2029 0.22
H 0.1606 1.5810 0.7688 0.20
O -0.9909 -0.3956 -1.3720 -0.54
H -1.7564 1.6617 -1.5177 0.19
H 0.9165 0.9782 -0.7781 0.21
C -1.3214 0.9331 -0.8292 0.08
H -2.0025 0.8130 1.3359 0.20
O 2.7867 -1.0254 -0.3205 -0.64
H 2.2047 -1.4566 -0.9709 0.50
C 0.0447 0.9528 -0.1198 -0.43
C -1.9447 0.2478 0.4008 -0.42
C 2.3922 -1.3796 0.8810 0.09
```

Density functional theory data (the ωB97M-V functional and the def2-TZVPD basis) for one molecule with the formula C5H8O2.

Summary:
* ΔE to the lowest compared entry with this formula, charge and spin: 255.2 kJ/mol
* calculated total energy: -9407.1872 eV
* LUMO: 0.037 Ha
* SMILES: C[C@@H]1[C@H](O)[C@@H]2O[C@H]12
* frontier orbital gap: 10.73 eV
* E_HOMO: -9.7 eV

Geometry as XYZ:
```
15
Properties=species:S:1:pos:R:3:nbo_charge:R:1
H -1.3080 1.0893 -1.5586 0.21
C -0.3919 -1.0522 -1.2592 0.02
H 1.1786 1.5022 1.0287 0.22
H 0.1563 1.0132 2.3888 0.22
H 0.0177 -1.9910 0.7679 0.19
C 0.1514 1.2985 1.3312 -0.62
C -0.7053 0.3608 -1.0347 0.04
C 0.2668 -1.1305 0.1474 0.09
H 1.8057 -0.5493 -0.7703 0.49
C -0.4639 0.2138 0.4737 -0.25
H -0.4312 2.2238 1.2494 0.21
O 0.4068 -0.0631 -1.8841 -0.51
O 1.6571 -1.0222 0.0710 -0.71
H -1.4442 -0.0750 0.8884 0.21
H -0.8959 -1.8183 -1.8397 0.21
```

Density functional theory data (the ωB97M-V functional and the def2-TZVPD basis) for one molecule with the formula C5H8O2.

Summary:
* ΔE to the lowest compared entry with this formula, charge and spin: 115.3 kJ/mol
* calculated total energy: -9408.6369 eV
* LUMO: 0.017 Ha
* SMILES: C=CC(=O)CCO
* frontier orbital gap: 10.07 eV
* E_HOMO: -9.6 eV

Geometry as XYZ:
```
15
Properties=species:S:1:pos:R:3:nbo_charge:R:1
C 0.4917 -1.1498 0.7420 -0.32
H -2.1813 0.5116 -0.6930 0.24
H 2.0683 -2.4666 1.2503 0.20
H -1.5440 0.6865 0.9647 0.22
C 1.2756 -2.2088 0.5540 -0.29
C -0.5623 -0.8036 -0.2584 0.55
H 1.4680 2.1909 -0.1988 0.48
H 1.1386 -2.8358 -0.3232 0.21
C -1.2713 0.5296 -0.0860 -0.52
H -0.1284 1.5378 -1.6046 0.17
O -0.8237 -1.5317 -1.1976 -0.54
H -0.9416 2.6290 -0.4599 0.17
O 0.7757 1.7089 0.2667 -0.73
H 0.6193 -0.4823 1.5890 0.22
C -0.3846 1.6841 -0.5453 -0.05
```

Density functional theory data (the ωB97M-V functional and the def2-TZVPD basis) for one molecule with the formula C5H8O2.

Summary:
* ΔE to the lowest compared entry with this formula, charge and spin: 78.3 kJ/mol
* calculated total energy: -9409.0210 eV
* LUMO: -0.019 Ha
* SMILES: CCCC(=O)C=O
* frontier orbital gap: 9.31 eV
* E_HOMO: -9.8 eV

Geometry as XYZ:
```
15
Properties=species:S:1:pos:R:3:nbo_charge:R:1
O -0.7558 -2.7349 -1.2702 -0.47
H 1.0303 -0.6966 0.8831 0.24
H -0.7828 1.3799 -0.4583 0.20
C -1.3861 -2.3725 -0.3081 0.34
H 2.1833 1.6072 0.3323 0.20
H 0.5891 -0.7566 -0.8201 0.24
C 0.2527 -0.4074 0.1611 -0.52
H 1.5703 1.5471 -1.3271 0.20
H -0.2007 1.4251 1.1964 0.21
C 1.3188 1.8384 -0.3004 -0.60
C 0.0671 1.1114 0.1818 -0.39
C -1.0037 -1.1483 0.5340 0.49
H -2.3069 -2.8779 0.0455 0.13
H 1.1760 2.9232 -0.2864 0.21
O -1.7516 -0.8382 1.4364 -0.49
```

Q: Number 4 is which compound?
A: C5H8O2

Q: Look up the calculated total energy of the fourth one.
A: -9407.1872 eV